{
  "formula": "C19H20ClFN6O2",
  "method": "wB97M-V/def2-TZVPD",
  "elements": ["C", "O", "C", "N", "C", "N", "C", "C", "C", "O", "N", "C", "C", "N", "N", "C", "C", "C", "C", "C", "C", "Cl", "C", "C", "N", "C", "C", "C", "F", "H", "H", "H", "H", "H", "H", "H", "H", "H", "H", "H", "H", "H", "H", "H", "H", "H", "H", "H", "H"],
  "xyz": [[2.36530, 4.64885, -2.01060], [3.33318, 3.56865, -2.32904], [3.37149, 2.39514, -1.63309], [2.32007, 2.09433, -0.89967], [2.27360, 0.85655, -0.41118], [1.02580, 0.45794, 0.00637], [-0.05776, 1.38834, 0.28216], [-1.08224, 0.54207, 1.08660], [-2.45399, 1.11959, 0.73929], [-2.80988, 1.96142, 1.51547], [-3.12869, 0.54214, -0.29711], [-4.32157, 1.13945, -0.77774], [-2.48946, -0.39214, -0.99708], [-2.83289, -0.84601, -2.23833], [-1.45692, -1.08082, -0.70920], [-0.87073, -0.83140, 0.54863], [-1.37670, -1.94994, 1.51624], [-0.94994, -3.23985, 1.24017], [-1.32199, -4.34255, 2.08141], [-2.24429, -4.13472, 3.12551], [-2.61947, -2.82719, 3.48163], [-3.74898, -2.54214, 4.71487], [-2.19398, -1.81156, 2.70861], [0.70992, -0.86113, 0.50087], [3.26804, -0.00173, -0.49841], [4.25459, 0.35289, -1.21834], [5.30465, -0.67541, -1.20854], [4.48497, 1.56235, -1.80175], [5.62561, 1.88201, -2.50592], [1.46212, 4.71271, -2.52849], [1.96992, 4.73505, -1.01963], [2.95162, 5.64254, -2.34972], [-0.51061, 1.82996, -0.59097], [0.18619, 2.08109, 1.05769], [-0.96656, 0.62591, 2.17623], [-4.78409, 1.60028, 0.15457], [-4.98447, 0.35459, -1.18828], [-4.12383, 1.84881, -1.53528], [-2.51208, -1.83434, -2.22626], [-3.81242, -0.60430, -2.67079], [-0.28000, -3.38346, 0.48089], [-1.02126, -5.34378, 1.94299], [-2.75301, -4.93508, 3.64117], [-2.40282, -0.78961, 2.89914], [1.17624, -1.12271, 1.44287], [1.15179, -1.51719, -0.10224], [5.90391, -0.78472, -2.08693], [4.92265, -1.66551, -1.01529], [6.04895, -0.42535, -0.49347]],
  "atomic_forces_ev_per_a": [[3.25, 2.02, -0.64], [-0.77, 0.66, 0.72], [-0.30, 2.23, -0.90], [0.16, 0.29, -0.37], [-1.88, 0.40, -0.37], [0.45, 0.50, 0.60], [0.00, -0.79, 1.55], [-0.88, 0.30, -1.80], [2.35, -1.23, 2.57], [-1.97, 1.34, -0.49], [-0.12, 1.32, 0.44], [-2.16, -0.31, 1.70], [2.11, -3.06, -2.20], [-4.61, 0.54, -2.40], [1.36, 0.68, 1.63], [1.33, -2.06, 2.75], [-0.25, -1.19, 1.44], [-1.39, -0.86, 2.90], [-1.51, 2.30, 0.38], [0.38, 0.46, -0.40], [0.28, -1.67, -1.17], [-0.52, 0.09, 0.86], [1.98, 2.11, -3.06], [-1.71, 2.01, 1.56], [-3.56, -1.08, 1.75], [4.26, -0.86, -0.89], [1.07, -0.99, -0.82], [-0.85, 0.99, -0.40], [-1.41, -0.39, 0.72], [-1.21, -0.99, -1.88], [0.89, -0.39, 1.13], [-1.22, -2.33, 1.12], [0.17, 0.32, -0.38], [0.74, 1.38, -0.30], [0.15, 0.02, -0.53], [0.25, -0.31, -1.54], [0.17, 0.48, 0.40], [0.09, 1.03, -0.73], [-0.67, 1.17, -0.82], [2.67, -0.98, 1.24], [1.48, -0.55, -2.00], [0.52, -0.84, -0.60], [0.43, -0.32, 0.14], [-0.72, 0.70, 0.74], [-0.25, 0.47, 0.89], [1.14, -3.04, -2.99], [0.12, 0.33, -1.06], [-0.35, -0.06, 0.37], [0.54, 0.18, 1.13]],
  "mulliken_charge": [-0.78, -0.37, 0.28, -0.31, 0.27, 0.13, -1.00, -0.47, 0.02, -0.61, 0.04, -1.29, 0.27, -0.48, -0.72, 2.80, -0.25, -0.85, -0.93, -0.36, -0.13, -0.22, -0.32, -2.07, -0.48, 0.61, -1.44, 0.34, -0.30, 0.34, 0.35, 0.24, 0.38, 0.41, 0.79, 0.35, 0.45, 0.38, 0.31, 0.26, 0.56, 0.40, 0.40, 0.53, 0.43, 0.96, 0.42, 0.37, 0.29],
  "e_lumo_ev": 0.45,
  "homo_energy_ev": -8.232,
  "mol_weight_g_mol": 418.86,
  "charge": 0,
  "smiles": "COc1nc(N2C[C@H]3C(=O)N(C)C(N)=N[C@@]3(c3cccc(Cl)c3)C2)nc(C)c1F",
  "orbital_gap_ev": 8.684,
  "total_energy_ev": -48300.883
}

***

{
  "formula": "C31H18IN9O2S3ScSe",
  "method": "wB97M-V/def2-TZVPD",
  "elements": ["Sc", "C", "C", "N", "C", "C", "C", "O", "C", "C", "N", "C", "C", "C", "C", "C", "C", "I", "C", "O", "H", "H", "H", "H", "H", "H", "H", "H", "H", "H", "H", "H", "S", "N", "C", "C", "C", "C", "C", "N", "C", "C", "N", "C", "C", "C", "C", "C", "N", "H", "H", "H", "H", "H", "H", "S", "C", "S", "C", "C", "N", "C", "N", "Se", "C", "N"],
  "xyz": [[-1.04627, -0.50795, -0.06923], [-4.49379, 0.29080, -2.81472], [-4.06332, 1.52810, -2.09241], [-4.87969, 2.55216, -2.01110], [-4.49550, 3.64834, -1.33091], [-3.27632, 3.78263, -0.72033], [-2.94980, 5.03882, 0.03384], [-1.89790, 5.79743, -0.57596], [-2.37222, 2.69868, -0.79946], [-1.03620, 2.80204, -0.28267], [-0.23614, 1.81001, -0.08470], [1.09024, 2.13513, 0.28876], [1.36594, 2.73731, 1.51620], [2.67135, 2.92818, 1.93609], [3.72534, 2.53381, 1.12286], [3.46427, 1.99348, -0.12626], [2.15508, 1.80285, -0.54742], [1.79068, 1.11035, -2.48548], [-2.77000, 1.52995, -1.47766], [-2.01213, 0.48804, -1.57119], [-5.47987, 0.44257, -3.24689], [-3.77556, 0.03388, -3.59566], [-4.51407, -0.55697, -2.12656], [-5.22764, 4.44706, -1.26410], [-3.85381, 5.64726, 0.12445], [-2.61034, 4.80508, 1.04324], [-2.10373, 5.87238, -1.51345], [-0.67083, 3.81639, -0.10952], [0.53423, 3.02135, 2.14843], [2.86374, 3.37551, 2.90310], [4.74993, 2.66372, 1.44634], [4.28056, 1.72294, -0.78314], [5.43597, -1.50688, 4.41309], [5.11948, -2.00249, 2.90715], [3.90603, -1.57283, 2.60945], [3.22155, -1.77127, 1.35477], [3.76948, -2.52034, 0.31126], [3.05607, -2.64278, -0.85180], [1.82675, -1.99785, -0.95199], [1.28178, -1.28883, 0.02975], [1.95911, -1.19259, 1.19117], [1.30644, -0.48244, 2.29334], [0.06065, -0.02025, 2.08089], [-0.53515, 0.63440, 3.06757], [0.04405, 0.85251, 4.31326], [1.31017, 0.37456, 4.54806], [1.96243, -0.30367, 3.51891], [3.29258, -0.84334, 3.66735], [4.05240, -0.73648, 4.74313], [4.73006, -2.99904, 0.44674], [3.40694, -3.23774, -1.68330], [1.24562, -2.06787, -1.86198], [-1.52811, 1.01508, 2.87377], [-0.51728, 1.38724, 5.06656], [1.80884, 0.50728, 5.49905], [-1.32904, -2.45362, -1.64394], [-0.72199, -3.34784, -0.28241], [-1.21035, -2.77516, 1.25894], [0.20424, -4.37193, -0.44448], [0.82148, -5.00042, 0.67298], [1.32788, -5.52604, 1.56644], [0.73767, -4.71125, -1.71724], [1.24611, -4.97036, -2.72095], [-4.40487, 2.10396, 2.59010], [-3.47713, 0.86781, 1.67696], [-2.78905, 0.11232, 1.11530]],
  "atomic_forces_ev_per_a": [[-0.02, 0.17, 0.41], [0.03, 0.01, 0.00], [-0.04, 0.03, -0.01], [-0.01, -0.17, -0.09], [0.04, 0.16, 0.09], [0.00, -0.01, -0.03], [-0.01, -0.01, -0.03], [0.02, 0.02, 0.03], [-0.28, -0.27, -0.20], [0.19, 0.03, 0.10], [0.02, 0.04, -0.13], [0.02, 0.01, 0.04], [0.01, -0.03, -0.05], [0.00, 0.00, -0.02], [-0.01, 0.03, 0.04], [0.03, -0.04, -0.09], [0.06, 0.01, 0.00], [-0.01, 0.11, 0.04], [0.18, 0.37, 0.10], [-0.13, -0.30, -0.02], [-0.01, 0.01, 0.01], [-0.01, -0.02, 0.00], [0.00, -0.01, -0.01], [0.01, -0.01, 0.00], [-0.01, 0.00, 0.01], [0.02, 0.01, 0.01], [-0.01, -0.01, 0.00], [0.04, -0.02, 0.03], [0.00, -0.01, 0.01], [0.00, 0.00, 0.00], [-0.01, 0.00, 0.01], [-0.01, 0.00, 0.00], [-0.06, -0.03, -0.02], [0.04, 0.02, 0.00], [0.01, 0.06, 0.22], [-0.18, 0.05, -0.10], [-0.03, 0.00, -0.04], [0.16, 0.01, 0.00], [-0.05, 0.17, -0.03], [0.05, 0.21, 0.02], [0.12, -0.15, -0.13], [-0.01, 0.09, 0.15], [0.09, -0.09, 0.08], [-0.18, 0.03, -0.02], [0.08, 0.00, 0.07], [-0.03, -0.02, -0.07], [-0.22, 0.06, -0.06], [0.21, -0.12, -0.03], [0.03, 0.03, 0.00], [0.00, 0.01, 0.01], [-0.02, 0.01, 0.00], [0.01, 0.00, 0.00], [0.05, -0.04, -0.02], [0.01, 0.00, 0.00], [0.01, -0.01, 0.00], [0.05, -0.16, -0.15], [-0.15, -0.20, -0.05], [0.07, -0.09, 0.01], [-0.06, 0.10, 0.02], [-0.12, -0.14, 0.14], [0.09, 0.06, -0.04], [0.00, -0.10, -0.13], [-0.04, 0.00, 0.01], [0.16, -0.24, -0.13], [-0.15, 0.29, 0.12], [0.00, 0.08, -0.08]],
  "mulliken_charge": [0.20, -1.17, 0.91, -0.70, -1.05, 0.84, -0.73, -0.54, -0.11, -0.43, 0.91, -0.50, 0.13, -0.82, -0.68, -0.34, -0.37, 0.09, 0.41, -0.85, 0.38, 0.30, 0.21, 0.32, 0.37, 0.30, 0.36, 0.89, 0.62, 0.40, 0.43, 0.42, 0.07, -0.71, 0.86, 0.38, -0.85, -1.10, -1.23, 1.18, 0.24, -1.11, 1.11, -0.03, -1.13, -0.59, 0.80, 0.57, -0.73, 0.52, 0.54, 0.90, -0.27, 0.51, 0.53, -0.47, 0.69, -0.50, 0.49, 0.00, -0.66, 0.08, -0.66, -0.31, 0.24, -0.55],
  "e_lumo_ev": 1.06,
  "homo_energy_ev": -5.336,
  "mol_weight_g_mol": 895.57,
  "charge": -1,
  "e_above_lowest_ev": 0.1976,
  "orbital_gap_ev": 6.394,
  "total_energy_ev": -176607.094
}

***

{
  "formula": "C40H41Cl3GeN8NaO2PTe",
  "method": "wB97M-V/def2-TZVPD",
  "elements": ["Na", "O", "C", "C", "C", "C", "C", "C", "C", "N", "C", "C", "N", "C", "C", "C", "C", "C", "C", "C", "O", "H", "H", "H", "H", "H", "H", "H", "H", "H", "H", "H", "H", "H", "H", "C", "N", "C", "N", "C", "N", "C", "P", "C", "C", "H", "H", "H", "H", "H", "H", "H", "H", "H", "H", "H", "H", "H", "Te", "C", "C", "C", "C", "C", "C", "H", "H", "H", "H", "H", "N", "C", "C", "C", "C", "C", "C", "N", "C", "C", "C", "C", "N", "C", "C", "H", "H", "H", "H", "H", "H", "H", "H", "H", "Cl", "Ge", "Cl", "Cl"],
  "xyz": [[-0.42645, 1.73982, 2.37305], [-0.49098, 3.60108, 1.42239], [0.07103, 4.71313, 1.61812], [-0.57051, 5.84514, 0.96711], [-0.02829, 7.07699, 1.07148], [1.08162, 7.26023, 1.95337], [1.67252, 6.20968, 2.58879], [1.22342, 4.89039, 2.46696], [1.85195, 3.90698, 3.31738], [1.38770, 2.71346, 3.51732], [2.16524, 1.88458, 4.46255], [1.69036, 0.40876, 4.54263], [0.49925, 0.04497, 3.75237], [-0.05109, -1.04729, 4.14595], [-1.39642, -1.48320, 3.82540], [-1.74717, -2.62958, 4.53868], [-3.03884, -3.14947, 4.53400], [-4.02919, -2.45319, 3.81996], [-3.72198, -1.34685, 3.07658], [-2.38589, -0.74619, 3.03214], [-2.19328, 0.27956, 2.31552], [-1.45954, 5.67476, 0.36292], [-0.42819, 7.97134, 0.54958], [1.53576, 8.26042, 2.03882], [2.56277, 6.43962, 3.19061], [2.77029, 4.24001, 3.79295], [2.16144, 2.36485, 5.45260], [3.26020, 1.82094, 4.15038], [1.56027, 0.19735, 5.64395], [2.52624, -0.26165, 4.20794], [0.51465, -1.71192, 4.84759], [-1.02269, -3.09726, 5.20105], [-3.23744, -4.09998, 5.03926], [-5.09331, -2.83384, 3.90048], [-4.41336, -0.95293, 2.35051], [-6.30461, 1.52094, -1.50878], [-5.28832, 0.43242, -1.17066], [-5.10951, -0.44528, -2.40320], [-4.65743, 0.28718, -3.58188], [-5.67381, 1.33287, -3.82946], [-5.88534, 2.25099, -2.66923], [-4.71489, 3.10669, -2.42054], [-3.14144, 2.11615, -2.09123], [-3.90748, 1.02940, -0.75597], [-3.31671, 0.78699, -3.45624], [-6.40742, 2.17126, -0.64206], [-7.27679, 0.98648, -1.67505], [-5.60798, -0.15334, -0.40124], [-6.08847, -0.92918, -2.55314], [-4.29874, -1.18958, -2.21489], [-6.66192, 0.81110, -4.06090], [-5.42238, 1.90167, -4.71308], [-4.89391, 3.80947, -1.55213], [-4.58672, 3.73707, -3.29138], [-4.03734, 1.55808, 0.24223], [-3.23694, 0.18729, -0.45600], [-2.67753, -0.06496, -3.17762], [-3.03723, 1.20162, -4.45207], [-1.09378, -2.07689, -0.71586], [-2.03404, -3.96760, -0.85195], [-3.34217, -4.16052, -0.32759], [-3.89423, -5.44378, -0.30726], [-3.08029, -6.51874, -0.66909], [-1.81900, -6.35195, -1.24788], [-1.30140, -5.07580, -1.31187], [-3.82955, -3.26273, 0.08576], [-4.94810, -5.61718, -0.01955], [-3.51072, -7.52225, -0.57863], [-1.24136, -7.22777, -1.56012], [-0.28820, -4.90884, -1.64334], [7.09926, -1.11169, -1.29424], [7.86971, -2.17947, -1.80045], [9.19842, -2.50713, -1.79037], [9.55250, -3.79538, -2.22333], [8.61205, -4.63451, -2.88609], [7.27087, -4.23804, -2.97800], [6.90581, -3.01602, -2.46013], [5.65032, -2.47531, -2.33923], [5.78740, -1.33599, -1.63028], [4.65261, -0.53547, -1.25287], [3.42715, -0.89894, -1.81958], [2.23852, -0.28753, -1.35953], [2.23191, 0.60806, -0.39611], [3.40385, 1.03962, 0.04788], [4.63204, 0.50804, -0.31433], [7.40678, -0.28043, -0.74240], [9.92824, -1.78024, -1.43200], [10.59673, -4.13749, -2.10073], [8.94248, -5.58872, -3.29361], [6.51913, -4.87810, -3.49169], [3.42223, -1.56788, -2.65954], [1.28303, -0.52098, -1.82394], [3.30157, 1.87788, 0.75337], [5.49793, 0.79599, 0.25668], [-0.36638, 5.21267, -3.62553], [0.57174, 3.40783, -2.96327], [2.48860, 3.80222, -1.74641], [1.69118, 2.47501, -4.72278]],
  "atomic_forces_ev_per_a": [[-0.06, -0.39, -0.04], [-0.01, -0.41, 0.03], [-1.16, -0.64, -0.20], [0.61, 0.03, 0.00], [0.46, 1.08, 0.70], [0.21, 1.29, -0.75], [0.70, 0.50, 0.15], [-0.35, 0.64, -0.01], [-1.33, -1.07, -0.83], [1.03, 0.27, 0.51], [0.92, 0.15, -1.06], [0.77, -0.72, 0.42], [-0.13, -0.07, 1.32], [0.56, 0.94, -0.46], [0.10, 0.28, 0.04], [-1.35, -0.42, 0.00], [0.36, -0.07, 0.19], [-0.98, -1.05, 0.38], [1.14, 0.16, -0.29], [-0.61, -1.09, 0.05], [0.36, -0.13, 0.15], [0.29, -0.29, 0.10], [0.14, -0.76, 0.33], [-0.29, -0.51, 0.00], [-0.33, -0.27, -0.06], [0.30, 0.11, 0.29], [-0.14, -0.28, -0.10], [-1.12, 0.37, 0.28], [-0.18, -0.08, -1.03], [-0.49, 0.57, 0.23], [-0.49, 0.38, -0.22], [0.14, 0.00, -0.31], [-0.14, 0.52, -0.01], [1.28, 0.45, -0.43], [-0.46, 0.45, 0.16], [-0.38, -0.43, -0.45], [1.35, 0.34, -0.02], [1.19, -0.66, -0.70], [-2.81, -0.18, 0.92], [-1.01, -0.60, 0.39], [-0.45, -0.67, -0.26], [0.18, -0.09, 0.67], [0.18, -0.23, 0.28], [-0.19, 0.11, 1.22], [0.44, 1.04, 0.08], [0.14, 0.01, 0.01], [0.80, 0.45, -0.04], [-0.12, 0.02, 0.04], [0.42, 0.15, -0.21], [-0.84, 0.37, 0.43], [1.18, 0.62, 0.44], [0.27, 0.30, -0.06], [0.11, -0.87, -0.83], [0.21, 0.15, -0.20], [-0.06, -0.29, -1.32], [-0.48, 0.40, -0.58], [0.15, 0.44, -0.25], [0.20, -0.28, 0.81], [-0.31, -0.28, 0.00], [-0.49, -0.35, 0.61], [0.72, 0.50, -0.43], [0.13, 0.28, 0.20], [-0.75, -0.58, -0.67], [-0.45, -0.30, 0.67], [0.12, 0.65, 0.14], [-0.10, -0.68, -0.29], [0.85, 0.13, 0.10], [0.26, 0.30, -0.10], [-0.18, 0.41, 0.11], [0.09, -0.04, -0.21], [0.65, 0.75, 0.39], [-1.98, 0.17, -0.62], [0.89, -0.36, 0.49], [0.07, 0.02, -0.72], [-0.01, 0.74, 0.83], [0.38, -1.24, -1.06], [0.21, 1.18, 1.42], [-0.09, 1.45, 0.82], [1.12, -2.39, -1.45], [-1.45, 0.55, 0.43], [-0.69, 1.00, 0.11], [1.21, -0.66, -0.70], [-0.35, 0.29, -0.16], [-0.19, 0.63, 0.74], [-0.21, -0.74, 0.03], [-0.24, -1.35, -0.91], [0.01, -0.45, 0.16], [-0.69, 0.32, -0.26], [-0.13, 0.19, 0.17], [0.63, 0.59, 0.50], [-0.12, -0.35, 0.02], [0.16, -0.11, 0.11], [0.41, -0.46, -0.19], [0.33, 0.26, -0.14], [-0.47, 2.09, -0.91], [0.15, -2.89, 1.67], [0.08, 0.55, -0.15], [0.19, 0.13, -0.66]],
  "mulliken_spin": [0.01, 0.00, 0.00, 0.00, 0.00, 0.00, 0.00, 0.00, 0.00, 0.00, 0.00, 0.00, 0.00, -0.03, 0.02, -0.01, 0.00, 0.00, -0.01, 0.01, 0.00, 0.00, 0.00, 0.00, 0.00, 0.00, 0.00, 0.00, 0.00, 0.00, 0.00, 0.00, 0.00, 0.00, 0.00, 0.00, 0.00, 0.00, 0.00, 0.00, 0.00, 0.00, 0.00, 0.02, -0.01, 0.00, 0.00, 0.00, 0.00, 0.00, 0.00, 0.00, 0.00, 0.00, 0.00, -0.01, 0.02, 0.00, 1.01, -0.06, 0.01, -0.02, 0.06, -0.03, 0.01, 0.00, 0.00, 0.00, 0.00, 0.00, 0.00, 0.00, 0.00, 0.00, 0.00, 0.00, 0.00, 0.00, 0.00, 0.00, 0.00, 0.00, 0.00, 0.00, 0.00, 0.00, 0.00, 0.00, 0.00, 0.00, 0.00, 0.01, 0.00, 0.00, 0.00, 0.00, 0.00, 0.00],
  "s2": 0.7574,
  "e_lumo_ev": [0.97, -0.34],
  "homo_energy_ev": [-3.762, -3.762],
  "mol_weight_g_mol": 1026.36,
  "charge": -1,
  "multiplicity": 2,
  "e_above_lowest_ev": 2.5810,
  "orbital_gap_ev": [4.737, 3.424],
  "total_energy_ev": -173244.937
}

***

What is the formula in the second record?
C31H18IN9O2S3ScSe

***

Which value of charge does entry 2 give?
-1